This record from OMol25 describes a 10-piece molecular cluster, C26H60O16S7 overall in a non-equilibrium geometry. The level of theory is the ωB97M-V functional and the def2-TZVPD basis.

Summary:
Charge   0
Electronic energy   -5017.4274 hartree
ΔE to the lowest compared entry with this formula, charge and spin   541.95 kJ/mol
Highest occupied orbital energy   -8.806 eV
LUMO energy   -0.04 eV
Largest force on an atom   5.258 eV Å⁻¹

XYZ file:
```
109
C26H60O16S7, DFT the ωB97M-V functional and the def2-TZVPD basis
C -2.25857 24.68180 7.74243
C -2.80713 24.19571 6.43264
C -2.63969 22.68522 6.36342
O -4.03159 22.23968 6.19524
C -4.83890 23.26628 6.11878
O -6.03988 23.15033 5.82026
O -4.21130 24.39361 6.46203
H -2.99899 24.45808 8.51044
H -1.86407 25.68981 7.61448
H -1.38348 24.08876 8.00822
H -2.23213 24.67904 5.64277
H -2.04612 22.07456 7.04376
H -2.16352 22.57921 5.38867
C -9.40669 23.80919 8.39648
C -8.25206 24.68771 8.94780
C -7.21935 25.13696 7.97925
O -7.30903 26.56897 8.05345
C -8.20093 26.92843 8.96532
O -8.50012 28.09436 9.30787
O -8.88763 25.89201 9.29771
H -10.18950 23.59577 9.12432
H -9.30143 22.81845 7.95437
H -9.99020 24.35141 7.65243
H -7.84993 24.28043 9.87544
H -7.41330 24.89841 6.93351
H -6.26030 24.66811 8.19945
C -8.83202 20.57420 4.64433
C -10.30271 20.95100 4.72959
C -10.57901 22.34703 5.42639
O -11.41781 23.07839 4.44601
C -11.50349 22.38491 3.30367
O -11.82589 22.87674 2.24602
O -10.87718 21.14344 3.41504
H -8.40512 19.90991 5.39572
H -8.16520 21.43612 4.66731
H -8.67126 20.02908 3.71422
H -10.94518 20.28592 5.30665
H -9.84123 23.13816 5.56023
H -11.19597 22.14355 6.30163
C -6.11115 25.57979 3.34595
S -6.02892 27.35492 3.73089
O -5.05169 27.40603 4.95407
C -5.12504 28.01533 2.20265
H -5.23224 25.35474 3.95006
H -5.96459 25.25056 2.31725
H -7.09149 25.14102 3.53171
H -4.14025 27.57581 2.04420
H -5.01442 29.09956 2.22061
H -5.71700 27.60477 1.38465
C -1.49733 25.36440 13.16811
S -1.82629 25.77882 11.41294
O -2.60321 24.70681 10.65680
C -2.98559 27.22805 11.77280
H -1.32944 26.20611 13.84000
H -0.97098 24.46833 13.49689
H -2.44234 25.02819 13.59478
H -2.53084 28.17272 11.47463
H -3.16140 27.28589 12.84698
H -3.94922 27.03491 11.30139
C -1.17113 28.48683 6.69608
S -1.03710 28.62620 4.94676
O 0.32579 29.08306 4.40632
C -1.35406 26.79007 4.67540
H -2.18931 28.21120 6.97072
H -1.08581 29.41803 7.25618
H -0.41273 27.81967 7.10573
H -2.40519 26.51819 4.77173
H -0.77039 26.16835 5.35430
H -1.11882 26.38907 3.68951
C -0.27524 17.92753 6.64478
S -0.69960 19.17534 5.36686
O -0.63783 18.60349 3.97612
C -2.51627 19.18951 5.79550
H 0.77585 17.69094 6.81011
H -0.62858 16.90208 6.53659
H -0.70953 18.14868 7.61975
H -3.08991 19.80480 5.10234
H -2.66226 19.65881 6.76840
H -2.90789 18.17420 5.85773
C 0.76924 24.19075 3.14781
S 0.31760 23.52785 4.87323
O -0.20839 22.12685 4.67669
C 2.06401 23.25446 5.33181
H 1.18275 25.18311 3.32762
H -0.01707 24.47214 2.44736
H 1.61386 23.59024 2.81002
H 2.19427 22.41373 6.01321
H 2.42981 24.16970 5.79727
H 2.74340 23.09251 4.49496
C -3.91297 21.65070 10.52266
S -3.89594 19.98531 11.26632
O -2.51587 19.36775 11.14093
C -4.08256 20.54725 13.02803
H -3.40594 21.61795 9.55832
H -3.23591 22.33654 11.03189
H -4.90186 22.06539 10.32711
H -3.79430 19.74553 13.70791
H -5.04963 20.82350 13.44822
H -3.47788 21.44846 13.12948
C -4.69889 21.51913 1.58682
S -3.47033 22.39823 0.58248
O -3.83908 23.87974 0.63770
C -2.18815 22.08754 1.95031
H -4.88992 20.49207 1.27576
H -5.71071 21.90161 1.45249
H -4.53357 21.43729 2.66109
H -1.18361 22.48603 1.80821
H -2.02338 21.01773 2.07858
H -2.66733 22.45767 2.85667
```